<1>
# C7H11N2O4

A 2-piece molecular cluster, C7H11N2O4 overall (ωB97M-V/def2-TZVPD, the Open Molecules 2025 dataset).

Summary:
E_LUMO: 1.195 eV
Net charge: -1

```
24
Properties=species:S:1:pos:R:3:mulliken_charge:R:1
H 1.60346 0.66599 1.31374 0.387
C 4.26870 0.40204 2.83830 0.678
H -3.97201 -2.23727 -1.14109 0.224
C -1.79328 0.23538 -0.69835 0.297
H -2.09286 0.76094 1.47333 0.281
N -2.34150 0.19389 0.65197 -0.071
H 2.54660 0.17538 -0.47880 0.254
H 0.21637 -0.57455 -2.21349 0.163
O 3.33059 1.11819 2.42502 -0.763
O 0.97894 0.00079 0.91479 -0.506
C -2.44098 -0.80141 -1.66227 -0.508
C -3.33849 -0.88284 0.54782 -0.446
H -0.95971 2.00468 -1.88180 0.309
H 1.51492 -1.44145 -0.49931 0.236
H -2.16962 -0.96326 -2.75233 0.388
C 1.49895 -0.29381 -0.40614 -0.471
H -3.99091 -1.27445 1.38884 0.353
C -0.60683 1.25735 -1.07434 -0.521
O 5.08645 0.73878 3.74699 -0.731
H 1.24939 0.94013 -2.35586 0.356
H -0.33296 1.87335 -0.15278 0.273
N -3.40334 -1.46666 -0.77903 -0.098
O 4.53240 -0.76222 2.40447 -0.690
C 0.61573 0.33101 -1.60969 -0.392
```

=====

<2>
# C7H11N2O4

A 2-piece molecular cluster, C7H11N2O4 overall (ωB97M-V/def2-TZVPD, the Open Molecules 2025 dataset).

Summary:
E_LUMO: 3.537 eV
Net charge: -1

```
24
Properties=species:S:1:pos:R:3:mulliken_charge:R:1
H 0.11634 -0.25927 -0.98359 -0.149
C 1.76801 1.17996 -0.74349 -0.625
H 2.78977 1.21969 -0.51685 0.402
H -0.12075 1.90764 0.29873 0.035
H 1.27174 2.52605 0.89030 0.454
C 1.72143 -1.30765 0.04095 -1.083
N -2.87739 1.01448 -1.08765 1.010
H 0.28045 0.89381 2.49211 0.166
H 1.05364 -1.43710 2.29845 0.348
O -1.56455 -2.12148 0.02316 -0.356
H 1.30410 -2.20454 -0.13532 0.435
C 0.78062 0.46292 1.51489 -0.227
N -2.44382 -0.99482 0.05809 0.754
H 1.61381 -0.74251 -1.87017 0.385
O -3.02255 -0.97781 1.13500 -0.866
C 0.96116 1.55674 0.46606 -0.271
C 1.12562 -0.83800 1.40335 -0.426
C -2.32208 -0.20618 -0.93004 -0.568
O -3.88242 1.19201 -1.76568 -0.678
H -1.86875 -2.76114 0.65929 0.291
C 1.27133 -0.21718 -1.00527 -0.281
H 1.42133 1.73617 -1.52762 0.333
O -2.11961 1.90920 -0.71505 -0.631
H 2.74258 -1.53100 0.00038 0.547
```

=====

Energy above the most stable structure, in hartree: <1> 0.0000; <2> 0.0263

=====

<1>
# C3H6O2S

A 2-piece molecular cluster, C3H6O2S overall (ωB97M-V/def2-TZVPD, the Open Molecules 2025 dataset).

Summary:
E_LUMO: -2.891 eV

```
12
Properties=species:S:1:pos:R:3:mulliken_charge:R:1
C 0.83974 0.98382 -0.65469 -0.447
H 0.22541 -2.51161 -0.29862 -0.197
C -0.49424 0.52650 -0.77064 -0.404
H 1.20421 1.54509 -1.52467 0.330
H 1.03531 1.75455 0.10457 0.315
O -2.46711 -0.14004 0.34821 -0.546
O -0.57065 -0.16511 1.47942 -0.377
H -1.24450 -0.28205 2.17153 0.327
H 0.38019 -2.93286 0.29604 0.168
S 1.95896 -0.40970 -0.44519 -0.150
C -1.28776 0.06117 0.35530 0.614
H -1.04641 0.56764 -1.69873 0.367
```

=====

<2>
# C3H6O2S

An isolated molecule of C3H6O2S (ωB97M-V/def2-TZVPD, the Open Molecules 2025 dataset).

Summary:
E_LUMO: 0.410 eV

```
12
Properties=species:S:1:pos:R:3:mulliken_charge:R:1
H 0.12523 1.24544 -0.26504 0.350
H -2.87647 1.35673 -0.33465 0.352
O -2.52884 0.75382 0.43543 -0.488
O 2.64534 -0.55612 0.60409 -0.421
C 2.12962 0.24215 -0.08515 -0.052
H 2.68889 1.08099 -0.48627 0.369
H -0.37501 -0.83199 1.40547 0.493
H -0.01550 -1.78672 0.03197 0.308
H 0.37836 -0.19591 -1.29138 0.240
C 0.53725 0.22310 -0.29230 -0.491
C -0.44532 -0.76948 0.38763 -0.726
S -2.26355 -0.76202 -0.10979 0.066
```

=====

Energy above the most stable structure, in hartree: <1> 0.0677; <2> 0.0000